{"formula": "C25H45NP2PbS", "method": "ωB97M-V/def2-TZVPD", "homo_ha": [-0.449, -0.449], "orbital_gap_ev": [3.43, 3.51], "spin_multiplicity": 1, "total_charge": 2, "symbols": ["Pb", "C", "C", "C", "C", "C", "C", "H", "H", "H", "C", "H", "H", "H", "C", "H", "H", "H", "C", "H", "H", "H", "C", "H", "H", "H", "C", "C", "C", "C", "C", "C", "C", "C", "H", "H", "H", "H", "H", "H", "H", "H", "H", "H", "H", "H", "P", "C", "H", "H", "H", "C", "H", "H", "H", "C", "H", "H", "H", "P", "C", "H", "H", "H", "C", "H", "H", "H", "C", "H", "H", "H", "S", "C", "N"], "xyz": [[0.08912, -0.47626, -0.45212], [-0.78408, 0.24767, 2.94239], [0.55642, -0.18760, 2.74554], [0.48841, 2.08944, 2.43223], [-0.79801, 1.66131, 2.84438], [1.34356, 0.95483, 2.42375], [-1.95092, -0.62721, 3.17638], [-1.82244, -1.61399, 2.70797], [-2.86417, -0.18096, 2.76074], [-2.11522, -0.76824, 4.25624], [-1.93709, 2.57128, 3.06985], [-2.86379, 2.02948, 3.28653], [-2.08429, 3.22290, 2.18763], [-1.69591, 3.21841, 3.92910], [0.85015, 3.46860, 2.05152], [1.38484, 3.96190, 2.87599], [-0.05245, 4.05583, 1.83099], [1.50139, 3.48106, 1.16386], [2.79680, 0.95883, 2.14796], [3.36831, 1.08305, 3.08569], [3.07216, 1.78946, 1.48219], [3.13313, 0.02329, 1.68016], [1.05845, -1.57498, 2.90089], [1.14833, -1.84837, 3.97131], [2.05268, -1.70392, 2.45525], [0.38823, -2.31612, 2.44192], [-0.09925, -2.71152, -1.77223], [-0.23254, -3.18733, -0.48001], [0.56259, -4.33074, 0.06973], [2.08280, -4.12727, 0.33503], [2.67830, -2.78909, -0.00121], [2.78911, -2.33708, -1.25894], [2.39604, -3.16320, -2.45186], [0.88150, -3.29309, -2.76222], [0.43279, -5.21219, -0.58678], [2.62688, -4.93361, -0.18984], [0.10009, -4.61070, 1.03475], [0.64162, -4.36349, -2.92093], [-0.91105, -2.12001, -2.24391], [-1.09537, -2.89856, 0.14587], [0.69843, -2.80477, -3.73562], [2.87379, -2.70579, -3.33527], [3.30267, -1.39488, -1.48622], [2.82035, -4.18134, -2.36888], [2.25967, -4.30417, 1.40833], [3.14733, -2.25718, 0.83587], [-2.91625, 0.25024, -0.57875], [-4.19797, 1.24531, 0.28486], [-5.17892, 1.02349, -0.15884], [-3.97338, 2.31757, 0.18650], [-4.20988, 0.98533, 1.35099], [-3.33124, 0.64911, -2.31912], [-4.41799, 0.56213, -2.45014], [-2.82307, -0.05627, -2.98948], [-3.00598, 1.67189, -2.55475], [-3.69880, -1.40149, -0.44858], [-3.19584, -2.10819, -1.12159], [-4.75718, -1.30415, -0.72073], [-3.60844, -1.74984, 0.59080], [1.25367, 1.84641, -1.93966], [3.05413, 1.77970, -1.59387], [3.60580, 1.79829, -2.54480], [3.30140, 0.85546, -1.04849], [3.34485, 2.64106, -0.97265], [1.27404, 1.00541, -3.57404], [1.88115, 0.08660, -3.52673], [1.69549, 1.69116, -4.32283], [0.24478, 0.73464, -3.86147], [1.03366, 3.60315, -2.41798], [1.84117, 3.90807, -3.09670], [1.03390, 4.22685, -1.51280], [0.05362, 3.73580, -2.89548], [-1.67726, 3.43647, -0.65910], [-2.22314, 4.87280, -0.08989], [-2.62171, 5.89937, 0.35134]], "forces_ev_per_angstrom": [[-0.1, 2.2, 1.0], [-0.1, -0.3, 0.1], [0.1, -0.3, 0.0], [0.2, 0.4, -0.1], [-0.6, 0.6, -0.3], [0.3, -0.1, -0.1], [-0.4, -0.1, -0.1], [0.0, 0.2, 0.3], [0.2, -0.1, 0.2], [0.0, -0.1, -0.2], [-0.1, -0.1, 0.0], [0.2, 0.2, 0.0], [0.1, -0.2, 0.3], [-0.2, 0.0, -0.2], [-0.2, 0.3, -0.1], [0.0, -0.1, -0.1], [0.4, -0.1, 0.0], [-0.1, 0.0, 0.3], [0.3, 0.2, -0.2], [-0.2, 0.0, -0.3], [0.0, -0.2, 0.3], [-0.1, 0.2, 0.2], [0.2, -0.4, 0.2], [-0.1, 0.1, -0.4], [-0.3, 0.1, 0.2], [0.0, 0.1, 0.2], [-0.6, -1.6, 0.9], [-0.5, -0.4, -2.0], [-0.2, -0.3, 0.7], [0.5, -0.3, 0.5], [0.3, 0.1, -0.3], [0.2, 0.0, 0.2], [0.4, 0.0, -0.5], [-0.2, 0.2, -0.7], [0.0, 0.5, 0.1], [-0.1, 0.4, 0.1], [0.2, 0.0, -0.5], [0.0, 0.5, 0.2], [0.2, 0.0, 0.5], [0.3, 0.2, -0.4], [0.0, -0.3, 0.4], [-0.2, -0.3, 0.3], [-0.1, -0.3, 0.3], [-0.1, 0.5, 0.1], [-0.1, 0.0, -0.4], [-0.2, 0.0, -0.5], [-0.7, 0.0, -0.8], [0.5, 0.4, 0.5], [0.3, -0.1, 0.1], [0.0, -0.4, 0.0], [-0.1, 0.1, -0.2], [0.4, 0.1, -0.1], [0.3, 0.0, 0.0], [-0.2, 0.1, 0.0], [-0.1, -0.3, 0.1], [0.3, 0.0, 0.2], [-0.2, 0.0, 0.2], [0.2, -0.2, 0.1], [-0.2, -0.1, -0.3], [0.4, -0.1, -0.9], [0.1, -0.1, 0.5], [-0.1, 0.1, 0.3], [0.1, 0.3, -0.2], [0.0, -0.3, -0.2], [-0.4, -0.1, -0.1], [-0.2, 0.3, 0.0], [-0.1, -0.3, 0.1], [0.4, 0.1, -0.1], [-0.4, 0.1, 0.3], [-0.1, -0.2, 0.1], [0.0, -0.2, -0.3], [0.3, 0.0, 0.2], [0.6, -1.5, -0.3], [-1.3, 3.3, 1.6], [1.0, -2.5, -1.0]], "mulliken_charge": [0.55, 0.69, 0.17, 0.80, 0.48, 0.50, -1.44, 0.20, 0.26, 0.42, -1.28, 0.42, 0.13, 0.38, -1.25, 0.38, 0.32, 0.14, -1.08, 0.36, 0.30, 0.11, -0.87, 0.39, 0.29, 0.16, -0.50, -0.04, -1.16, -1.36, -0.09, -0.22, -1.04, -0.99, 0.48, 0.49, 0.46, 0.38, 0.76, 0.57, 0.41, 0.42, 0.49, 0.40, 0.32, 0.80, 0.64, -1.21, 0.50, 0.25, 0.31, -1.17, 0.43, 0.35, 0.34, -1.26, 0.33, 0.49, 0.31, 0.86, -1.20, 0.49, 0.10, 0.43, -1.28, 0.35, 0.45, 0.31, -1.54, 0.50, 0.36, 0.45, -0.27, 0.18, -0.58]}

{"formula": "C25H46BrGeNO2Si5W", "method": "ωB97M-V/def2-TZVPD", "homo_ha": [-0.414, -0.415], "s2": 0.760, "orbital_gap_ev": [6.96, 7.30], "spin_multiplicity": 2, "total_charge": 1, "symbols": ["W", "C", "Si", "C", "C", "C", "C", "C", "C", "C", "Si", "C", "C", "H", "H", "H", "H", "H", "H", "H", "H", "H", "H", "H", "H", "H", "H", "H", "H", "Br", "C", "C", "C", "C", "C", "N", "C", "O", "O", "H", "H", "H", "C", "Si", "C", "C", "Ge", "Si", "C", "C", "C", "Si", "C", "C", "C", "H", "H", "H", "H", "H", "H", "H", "H", "H", "H", "H", "H", "H", "H", "H", "H", "H", "H", "H", "H", "H", "H", "H", "H", "H", "H", "H"], "xyz": [[-0.56072, -0.14554, -0.94910], [1.94081, -0.92861, -3.30873], [1.98491, -0.27352, -1.54138], [3.22288, -1.41578, -0.68329], [2.68006, 1.47496, -1.55206], [4.05283, 1.71297, -1.47582], [4.55463, 3.00473, -1.54740], [3.68746, 4.07474, -1.70135], [2.32233, 3.84782, -1.80065], [1.80779, 2.55353, -1.73375], [-0.01871, 2.18253, -1.97073], [-1.02391, 3.61139, -1.25785], [-0.43123, 2.04590, -3.81270], [2.95880, -0.89648, -3.70697], [1.30113, -0.33557, -3.96084], [1.59134, -1.96166, -3.34239], [4.18473, -1.29739, -1.18931], [2.92012, -2.45220, -0.81472], [3.39513, -1.23383, 0.38035], [4.74454, 0.88677, -1.35073], [5.62134, 3.17606, -1.47952], [4.07419, 5.08459, -1.75121], [1.65271, 4.69112, -1.93081], [-0.77214, 4.52572, -1.80286], [-0.81897, 3.79327, -0.20195], [-2.09563, 3.44905, -1.38536], [-0.77029, 3.01658, -4.18129], [-1.21967, 1.31673, -4.00172], [0.44587, 1.75648, -4.39294], [-5.34610, 1.59873, -1.97601], [-4.85575, -0.19750, -2.30151], [-5.83792, -1.12571, -2.62119], [-5.44407, -2.43185, -2.84691], [-4.10238, -2.76944, -2.74832], [-3.21553, -1.75612, -2.45181], [-3.57189, -0.48467, -2.22261], [-1.75321, -1.88528, -2.18752], [-1.30615, -2.54496, -1.22951], [-0.98218, -1.01131, -2.76964], [-6.87299, -0.82608, -2.68878], [-6.18205, -3.18313, -3.09351], [-3.75369, -3.78133, -2.89893], [1.06295, 2.69651, 2.01603], [1.82872, 1.04151, 2.43724], [1.69368, 0.65693, 4.26743], [3.65291, 1.00060, 2.01705], [0.67056, -0.66739, 1.10757], [0.60247, -2.93897, 2.05244], [-1.18147, -3.50474, 1.99382], [1.65504, -4.16807, 1.11522], [1.21047, -2.83667, 3.82214], [-2.07204, 0.03507, 1.26336], [-1.60234, -0.07320, 3.09773], [-3.48715, -1.17232, 0.94365], [-2.67577, 1.81001, 1.06733], [1.53768, 3.47883, 2.61319], [-0.00822, 2.71580, 2.23520], [1.21030, 2.94108, 0.96173], [2.16038, 1.48724, 4.80561], [2.25398, -0.24271, 4.51310], [0.67702, 0.54840, 4.65416], [4.13811, 1.75419, 2.64436], [3.86852, 1.24231, 0.97598], [4.10081, 0.03620, 2.26340], [-1.55786, -3.51368, 0.96625], [-1.84352, -2.89695, 2.61248], [-1.22591, -4.52829, 2.37629], [1.31950, -4.29963, 0.08329], [1.55097, -5.12950, 1.62597], [2.71138, -3.90822, 1.11955], [0.66433, -2.12251, 4.43899], [2.27105, -2.58491, 3.85985], [1.09181, -3.82550, 4.27369], [-1.10173, -0.98917, 3.42839], [-2.54449, -0.00630, 3.64943], [-0.99554, 0.79093, 3.39450], [-3.92975, -1.48678, 1.89122], [-3.18219, -2.06711, 0.40242], [-4.26484, -0.66533, 0.36842], [-1.91982, 2.54575, 1.34029], [-3.53233, 1.95423, 1.73348], [-3.01609, 2.02667, 0.05111]], "forces_ev_per_angstrom": [[0.5, 0.0, -0.7], [-0.1, 0.0, 0.1], [0.2, 0.0, -0.1], [-0.1, 0.1, 0.1], [0.0, -0.2, 0.0], [0.1, 0.0, 0.0], [0.1, -0.1, 0.0], [-0.1, 0.1, 0.0], [0.0, 0.1, 0.0], [-0.2, 0.0, 0.0], [-0.2, 0.2, 0.1], [0.0, 0.0, 0.0], [0.0, -0.1, 0.1], [0.0, 0.0, 0.1], [0.0, 0.0, 0.0], [0.0, 0.0, 0.0], [0.0, 0.0, 0.0], [0.0, -0.1, 0.0], [0.0, 0.0, 0.0], [0.0, 0.0, 0.0], [0.0, 0.0, 0.0], [0.0, 0.0, 0.0], [0.0, 0.0, 0.0], [0.0, 0.0, 0.0], [0.0, 0.0, 0.0], [0.0, 0.0, 0.0], [0.0, 0.0, 0.0], [0.0, 0.0, 0.0], [0.0, 0.0, 0.0], [0.0, -0.1, 0.0], [0.1, 0.1, 0.0], [0.0, 0.0, 0.0], [-0.1, 0.0, 0.0], [0.3, 0.0, 0.0], [-0.2, 0.1, -0.1], [-0.1, -0.1, 0.0], [0.2, -0.4, 0.4], [-0.3, 0.3, -0.3], [-0.1, 0.2, 0.8], [0.0, 0.0, 0.0], [0.0, 0.0, 0.0], [0.0, 0.0, 0.0], [0.0, -0.1, 0.0], [0.1, 0.2, 0.0], [-0.2, 0.0, 0.0], [-0.1, 0.0, -0.1], [0.0, -0.2, -0.1], [-0.1, -0.2, 0.0], [0.0, 0.0, -0.1], [-0.1, 0.2, -0.1], [0.0, 0.0, -0.1], [-0.2, 0.1, 0.1], [0.2, 0.0, -0.1], [0.0, 0.0, -0.1], [0.0, -0.1, -0.2], [0.0, 0.0, 0.0], [0.1, 0.0, 0.0], [0.0, 0.0, 0.0], [0.0, 0.0, 0.0], [0.0, -0.1, 0.0], [0.2, 0.0, -0.1], [0.0, 0.0, 0.0], [0.0, 0.0, 0.1], [0.0, 0.0, 0.0], [0.1, 0.0, 0.2], [0.0, 0.0, -0.1], [0.0, 0.0, 0.0], [0.0, 0.0, 0.1], [0.0, 0.0, 0.0], [0.1, 0.0, 0.0], [0.0, 0.0, 0.0], [0.0, 0.0, 0.0], [0.0, 0.0, 0.0], [-0.1, 0.2, 0.0], [0.0, 0.0, 0.0], [-0.2, -0.2, 0.0], [0.0, 0.0, 0.0], [0.0, 0.0, 0.0], [0.0, 0.0, 0.0], [0.0, 0.0, 0.0], [0.0, -0.1, 0.0], [0.0, 0.0, 0.1]], "mulliken_charge": [0.09, -1.19, 0.35, -1.38, 1.03, -0.93, -0.60, -0.83, -0.62, 0.33, 0.89, -1.42, -1.24, 0.43, 0.21, 0.30, 0.51, 0.23, 0.30, 0.28, 0.43, 0.42, 0.39, 0.51, 0.33, 0.37, 0.44, 0.33, 0.35, -0.06, -0.02, -0.46, -0.50, -0.79, 0.62, 0.12, 0.01, -0.49, -0.54, 0.47, 0.47, 0.52, -0.58, 0.54, -1.16, -0.88, -0.02, 0.72, -0.69, -1.18, -1.31, 1.01, -1.37, -1.09, -0.96, 0.61, 0.15, -0.07, 0.43, 0.29, 0.36, 0.43, 0.04, 0.35, 0.01, 0.30, 0.51, 0.29, 0.43, 0.34, 0.38, 0.32, 0.45, 0.22, 0.62, 0.13, 0.57, 0.18, 0.35, 0.24, 0.51, -0.12]}

{"formula": "C25H46BrN5O6P", "method": "ωB97M-V/def2-TZVPD", "smiles": "[H]/N=C(\\N)NCCCC[C@@]1(CCCNCc2ccccc2O)[NH2+][C@@H](O)[C@@H](Br)O[C@@H]1CCP(=O)(OCC)OCC", "homo_ha": -0.378, "orbital_gap_ev": 7.45, "spin_multiplicity": 1, "total_charge": 1, "symbols": ["C", "C", "O", "P", "O", "C", "C", "C", "O", "C", "Br", "C", "O", "N", "C", "C", "C", "C", "C", "N", "C", "N", "N", "C", "C", "C", "N", "C", "C", "C", "C", "C", "C", "C", "O", "O", "C", "C", "H", "H", "H", "H", "H", "H", "H", "H", "H", "H", "H", "H", "H", "H", "H", "H", "H", "H", "H", "H", "H", "H", "H", "H", "H", "H", "H", "H", "H", "H", "H", "H", "H", "H", "H", "H", "H", "H", "H", "H", "H", "H", "H", "H", "H", "H"], "xyz": [[0.12220, 2.35123, 3.71545], [-0.40100, 1.51039, 4.86498], [-1.62034, 0.81776, 4.53359], [-1.42373, -0.65971, 3.93104], [-0.05405, -0.91195, 3.45809], [-2.68248, -0.98951, 2.67390], [-3.33317, 0.28328, 2.06235], [-3.26880, 0.36726, 0.52709], [-4.23121, 1.32273, 0.07187], [-4.07534, 2.59102, 0.63602], [-5.14276, 3.77270, -0.50433], [-2.60399, 3.14700, 0.68098], [-2.32942, 4.07404, -0.32315], [-1.54746, 2.06725, 0.73530], [-1.89182, 0.83378, -0.04338], [-2.11682, 1.13085, -1.55027], [-0.83497, 1.14659, -2.39752], [0.12712, 2.32225, -2.10970], [0.96619, 2.77261, -3.31180], [1.54415, 1.61422, -4.01693], [2.87214, 1.87640, -4.47534], [3.73287, 0.94137, -4.39937], [3.13473, 3.17990, -5.03181], [-0.81182, -0.23418, 0.13197], [-1.14681, -1.60729, -0.49609], [-0.02295, -2.18405, -1.36330], [1.30483, -2.12709, -0.76540], [2.31921, -1.56692, -1.66414], [3.10731, -2.68461, -2.32727], [3.64890, -3.66154, -1.52251], [4.34021, -4.70504, -2.06320], [4.48905, -4.79559, -3.43163], [3.96199, -3.81188, -4.20910], [3.26047, -2.75229, -3.68088], [2.69317, -1.78203, -4.49079], [-1.76454, -1.69275, 5.11333], [-0.59846, -2.22222, 5.79657], [-1.07128, -2.85315, 7.10721], [0.39482, 1.73668, 2.84938], [-0.58479, 3.14837, 3.45634], [1.03619, 2.86656, 4.02054], [-0.66831, 2.21512, 5.65587], [0.37981, 0.87545, 5.27704], [-2.23243, -1.67126, 1.95564], [-3.46136, -1.56286, 3.18377], [-4.39249, 0.24761, 2.32501], [-2.93657, 1.15863, 2.58597], [-3.54749, -0.60410, 0.12659], [-4.53962, 2.67388, 1.61723], [-2.51709, 3.70535, 1.62158], [-1.55511, 4.57132, -0.02474], [-0.70999, 2.46639, 0.29128], [-1.24710, 1.84471, 1.69057], [-2.73660, 0.31243, -1.92047], [-2.68278, 2.04162, -1.74639], [-1.15406, 1.25230, -3.44188], [-0.26034, 0.22640, -2.36062], [-0.39583, 3.15834, -1.62963], [0.84884, 1.97020, -1.35104], [1.76969, 3.39708, -2.91495], [0.36796, 3.43688, -3.94649], [0.93095, 1.39331, -4.79381], [4.60906, 1.31467, -4.77012], [3.44935, 3.79577, -4.28816], [3.89066, 3.10784, -5.70270], [0.14766, 0.09264, -0.28095], [-0.62031, -0.40488, 1.19926], [-1.40356, -2.36493, 0.24879], [-2.02992, -1.54875, -1.13929], [-0.00787, -1.76119, -2.37218], [-0.26634, -3.24471, -1.51745], [1.32170, -1.70746, 0.15206], [1.89676, -0.92083, -2.44272], [2.99232, -0.93867, -1.07012], [3.51237, -3.59692, -0.45019], [4.74533, -5.46347, -1.40303], [5.00942, -5.62945, -3.88315], [4.06427, -3.85549, -5.29024], [3.39696, -1.16558, -4.73042], [-0.11455, -2.98012, 5.18316], [0.12137, -1.44601, 6.05712], [-1.85502, -3.58027, 6.90434], [-1.38259, -2.06046, 7.78726], [-0.19621, -3.34150, 7.54185]], "forces_ev_per_angstrom": [[0.2, -0.1, -0.1], [0.1, 1.3, 0.5], [0.0, -0.5, -0.6], [0.5, -1.7, 0.7], [0.4, 0.6, -0.7], [-0.8, 0.6, 0.8], [0.0, -0.8, 0.1], [0.6, 1.0, 1.0], [0.0, -0.1, 0.2], [0.0, 0.3, -1.2], [0.0, -0.2, 0.4], [-0.7, 1.3, 1.0], [0.6, -0.9, 0.0], [0.7, 0.3, -1.0], [-1.2, -1.6, -0.8], [0.8, -0.2, -0.2], [0.0, 1.0, -0.6], [0.4, -0.8, 0.7], [-0.3, 0.3, 0.4], [0.0, 1.0, 0.3], [0.2, -0.7, -0.1], [-0.2, 0.6, -0.5], [-0.1, -0.4, 0.4], [0.2, -0.3, 0.7], [-0.1, 0.1, -0.5], [0.1, -1.1, 0.3], [-0.2, 0.6, -0.3], [0.4, -0.1, 0.2], [-0.8, 1.1, 1.0], [0.0, 0.0, 0.6], [0.4, -0.9, 0.5], [0.4, -0.6, 0.2], [-0.1, 0.2, -1.8], [-0.1, 0.3, -0.3], [0.2, -0.5, -0.1], [0.0, 0.8, -0.6], [-0.2, -0.7, 1.2], [0.5, 0.4, -0.6], [-0.1, 0.0, 0.1], [-0.1, -0.2, -0.1], [0.0, -0.1, 0.1], [-0.2, -0.2, 0.1], [-0.2, -0.4, -0.3], [0.1, 0.1, 0.0], [0.1, 0.0, 0.0], [0.0, 0.1, -0.1], [-0.1, 0.1, -0.2], [0.0, 0.2, -0.3], [0.2, -0.1, 0.1], [0.0, -0.5, 0.2], [-0.2, 0.3, -0.2], [-0.1, -0.1, 0.0], [-0.3, -0.1, 0.0], [-0.1, 0.1, 0.1], [0.0, 0.0, 0.2], [-0.1, -0.1, 0.1], [-0.2, -0.1, 0.0], [0.0, 0.2, -0.5], [0.0, 0.0, -0.1], [0.0, -0.1, -0.1], [0.1, -0.2, -0.2], [0.3, -0.3, -0.1], [0.1, -0.3, 0.1], [-0.2, 0.2, -0.2], [0.0, 0.1, 0.1], [-0.2, 0.2, 0.0], [0.1, 0.2, -0.1], [0.1, 0.3, 0.2], [0.0, 0.0, 0.0], [0.0, 0.2, 0.1], [-0.2, 0.1, -0.1], [-0.1, 0.0, -0.1], [0.0, 0.0, 0.1], [0.1, -0.1, -0.1], [0.0, 0.0, 0.0], [0.0, 0.0, -0.1], [0.0, 0.0, 0.0], [0.0, 0.0, 0.1], [-0.2, 0.4, 0.1], [0.0, 0.2, -0.3], [0.0, 0.1, -0.4], [0.0, 0.0, 0.3], [-0.3, -0.2, 0.0], [-0.2, -0.1, 0.1]], "mulliken_charge": [-0.74, -0.42, -0.45, 0.88, -0.69, -0.80, -1.24, -0.10, -0.41, -0.71, -0.08, -0.14, -0.48, 0.49, 0.87, -1.67, 0.09, 0.02, -1.19, 0.01, 0.08, -0.49, -0.55, -1.17, -1.16, -1.38, -0.16, 0.08, 0.26, -0.72, -0.55, -0.59, -0.20, 0.14, -0.55, -0.34, 0.00, -1.30, 0.19, 0.08, 0.53, 0.50, 0.29, 0.02, 0.59, 0.60, 0.75, 0.79, 0.51, 0.59, 0.41, 0.80, -0.41, 0.66, 0.47, 1.01, -0.87, 0.18, 0.24, 0.53, 0.25, 0.27, 0.17, 0.24, 0.30, 0.58, 0.23, 0.49, 0.32, 0.44, 0.52, 0.34, -0.02, 0.37, 0.35, 0.38, 0.39, 0.43, 0.28, 0.30, 0.21, 0.33, 0.32, 0.39]}

Looking at largest force on an atom for the records above, in order, we have 0.0763; 0.0172; 0.0414 hartree/bohr.